No. 1
Formula: C22H23N4O4PtS2
Source: the Open Molecules 2025 dataset
Level of theory: ωB97M-V with the def2-TZVPD basis set

The geometry in XYZ format:
```
56
Properties=species:S:1:pos:R:3
Pt -1.921 1.501 -0.817
C 2.811 -2.436 3.326
O 1.994 -2.775 2.223
C 2.507 -2.571 0.974
C 3.707 -1.927 0.705
C 4.105 -1.752 -0.621
C 3.299 -2.164 -1.664
C 2.104 -2.830 -1.379
C 1.719 -3.039 -0.077
N 3.782 -2.058 -3.022
N 3.021 -1.691 -3.938
C 1.769 -1.077 -3.635
C 0.644 -1.561 -4.277
C -0.647 -1.201 -3.891
C -0.849 -0.268 -2.861
O -1.990 0.087 -2.403
C 0.329 0.397 -2.364
N 0.087 1.433 -1.507
C 1.095 2.069 -0.953
C 2.427 1.759 -1.281
C 2.693 0.747 -2.156
C 1.628 -0.007 -2.706
H 2.294 -2.797 4.210
H 2.943 -1.353 3.404
H 3.791 -2.917 3.254
H 4.337 -1.559 1.502
H 5.048 -1.267 -0.842
H 1.473 -3.178 -2.185
H 0.795 -3.553 0.151
H 0.788 -2.314 -5.043
H -1.514 -1.646 -4.361
H 0.851 2.839 -0.236
H 3.225 2.338 -0.835
H 3.712 0.517 -2.438
C -5.994 1.725 1.335
C -4.609 2.005 0.827
S -3.655 0.629 0.291
C -4.058 3.221 0.792
C -4.755 4.465 1.268
S -2.449 3.469 0.124
H -6.148 0.653 1.467
H -6.755 2.082 0.634
H -6.178 2.212 2.297
H -5.557 4.759 0.583
H -4.051 5.297 1.326
H -5.198 4.327 2.258
N -0.833 -1.145 2.311
C -0.030 -0.118 1.648
C 0.167 1.089 2.548
O -0.196 0.879 3.819
O 0.602 2.141 2.165
H -0.472 -2.070 2.127
H -1.795 -1.084 1.989
H -0.568 -0.033 3.810
H -0.484 0.250 0.724
H 0.961 -0.498 1.402
```

Computed properties:
**E**: -62257.263 eV
**ΔE to the lowest compared entry with this formula, charge and spin**: 0.2781 eV
**Max |F|**: 0.0186 Eh/bohr
**Frontier orbital gap**: 0.2092 Ha
**HOMO**: -3.34 eV
**Charge**: -1

No. 2
Formula: C22H23NO2
Source: the Open Molecules 2025 dataset
Level of theory: ωB97M-V with the def2-TZVPD basis set

The geometry in XYZ format:
```
48
Properties=species:S:1:pos:R:3
C -6.397 -1.533 0.206
O -5.701 -0.591 0.984
C -4.652 0.071 0.419
C -4.015 1.009 1.234
C -2.943 1.732 0.760
C -2.473 1.549 -0.539
C -1.247 2.294 -1.010
N -0.019 1.851 -0.369
C 0.321 0.469 -0.644
C 1.373 0.001 0.380
O 0.827 0.152 1.686
C 1.809 -1.444 0.185
C 1.464 -2.222 -0.910
C 1.910 -3.531 -1.006
C 2.702 -4.076 -0.011
C 3.049 -3.306 1.086
C 2.606 -2.000 1.181
C 2.599 0.890 0.264
C 2.901 1.831 1.236
C 4.019 2.636 1.105
C 4.844 2.509 0.002
C 4.548 1.568 -0.970
C 3.433 0.762 -0.840
C -3.108 0.613 -1.339
C -4.189 -0.122 -0.877
H -5.749 -2.360 -0.103
H -7.188 -1.918 0.848
H -6.845 -1.071 -0.680
H -4.385 1.151 2.237
H -2.461 2.455 1.403
H -1.352 3.362 -0.796
H -1.122 2.170 -2.089
H -0.091 1.972 0.638
H -0.556 -0.204 -0.580
H 0.726 0.421 -1.659
H 0.083 -0.454 1.770
H 0.847 -1.821 -1.699
H 1.635 -4.125 -1.865
H 3.048 -5.096 -0.091
H 3.668 -3.722 1.867
H 2.872 -1.392 2.032
H 2.259 1.922 2.097
H 4.245 3.366 1.869
H 5.716 3.137 -0.100
H 5.190 1.461 -1.832
H 3.212 0.022 -1.597
H -2.759 0.452 -2.350
H -4.655 -0.838 -1.535
```

Computed properties:
**E**: -28772.094 eV
**ΔE to the lowest compared entry with this formula, charge and spin**: 1.1228 eV
**Max |F|**: 0.0118 Eh/bohr
**SMILES string**: COc1ccc(CNCC(O)(c2ccccc2)c2ccccc2)cc1
**Frontier orbital gap**: 0.3327 Ha
**HOMO**: -8.37 eV

No. 3
Formula: C22H24AsAuN6S2Se
Source: the Open Molecules 2025 dataset
Level of theory: ωB97M-V with the def2-TZVPD basis set

The geometry in XYZ format:
```
57
Properties=species:S:1:pos:R:3
Au -0.817 -0.252 -0.711
C -6.874 0.033 2.867
S -6.687 1.438 1.755
C -5.427 0.982 0.684
S -5.257 1.530 -0.837
N -4.684 0.008 1.351
N -3.582 -0.457 0.823
C -3.019 -1.431 1.509
C -1.893 -2.174 1.223
C -1.429 -3.195 2.052
C -0.449 -4.136 1.629
C -0.131 -4.141 0.285
C -0.536 -3.071 -0.516
N -1.360 -2.101 -0.046
H -7.332 -0.883 2.489
H -7.599 0.399 3.599
H -5.944 -0.285 3.342
H -3.430 -1.733 2.506
H -1.803 -3.201 3.065
H -0.026 -4.802 2.366
H 0.377 -5.008 -0.168
H -0.310 -3.003 -1.621
C 2.438 -2.066 1.380
As 1.850 -0.246 0.832
C 1.262 0.562 2.586
C 3.710 0.540 0.524
C 4.121 0.267 -0.930
C 3.435 0.908 -1.985
C 3.781 0.841 -3.304
C 4.787 -0.067 -3.657
C 5.375 -0.910 -2.648
C 5.040 -0.719 -1.311
H 3.421 -1.946 1.847
H 2.441 -2.681 0.452
H 1.654 -2.380 2.130
H 2.069 0.840 3.235
H 0.729 -0.237 3.171
H 0.578 1.384 2.329
H 4.318 0.273 1.329
H 3.451 1.609 0.629
H 2.627 1.561 -1.720
H 3.262 1.319 -4.113
H 5.159 -0.270 -4.709
H 6.072 -1.713 -2.904
H 5.497 -1.405 -0.585
Se -0.762 4.523 1.376
N -0.809 5.197 -0.331
C -0.798 4.173 -1.149
C -0.813 4.335 -2.522
C -0.673 3.166 -3.246
C -0.784 1.877 -2.693
N -0.812 1.688 -1.311
C -0.755 2.821 -0.475
N -0.574 2.760 0.821
H -0.671 5.321 -3.037
H -0.592 3.151 -4.354
H -0.822 1.007 -3.305
```

Computed properties:
**E**: -183670.211 eV
**Max |F|**: 0.1009 Eh/bohr
**Frontier orbital gap (spin up / spin down)**: 0.2092 / 0.1429 Ha
**HOMO (spin up / spin down)**: -13.08 / -12.92 eV
**2S+1**: 3
**Charge**: +2

No. 4
Formula: C22H24BrN2O5STa
Source: the Open Molecules 2025 dataset
Level of theory: ωB97M-V with the def2-TZVPD basis set

The geometry in XYZ format:
```
56
Properties=species:S:1:pos:R:3
Ta -1.193 -0.071 -0.679
N -3.753 1.262 2.406
C -3.265 0.745 1.305
O -2.060 0.965 0.972
C -4.069 -0.089 0.388
C -3.355 -0.057 -0.961
H -3.161 1.806 3.018
H -4.711 1.106 2.678
H -5.108 0.245 0.364
H -4.063 -1.114 0.777
H -3.472 0.943 -1.421
H -3.801 -0.766 -1.653
Br 1.911 -5.055 5.536
C 1.216 -3.920 4.230
C 0.077 -4.314 3.527
C -0.432 -3.483 2.554
C 0.201 -2.259 2.285
C 1.343 -1.877 3.001
C 1.850 -2.706 3.976
C -0.296 -1.423 1.242
O 0.247 -0.318 0.874
O -1.353 -1.730 0.527
H -0.392 -5.262 3.747
H -1.310 -3.772 1.993
H 1.829 -0.936 2.778
H 2.736 -2.431 4.530
C -0.749 4.650 -3.434
C 0.088 4.300 -2.190
C -0.212 5.257 -1.022
C 1.592 4.283 -2.517
C -0.293 2.947 -1.772
N -0.601 1.880 -1.472
H -0.461 5.650 -3.755
H -1.815 4.655 -3.210
H -0.557 3.957 -4.253
H 0.068 6.262 -1.335
H 0.370 4.997 -0.138
H -1.272 5.262 -0.771
H 1.875 5.290 -2.823
H 1.815 3.605 -3.340
H 2.187 4.012 -1.646
O 5.098 -2.420 -0.022
C 3.866 -2.773 0.362
O 3.662 -3.323 1.403
C 2.717 -2.403 -0.541
C 2.639 -1.164 -1.151
C 1.483 -0.809 -1.837
C 0.411 -1.696 -1.919
S -1.147 -1.234 -2.704
C 0.519 -2.972 -1.337
C 1.660 -3.312 -0.649
H 5.138 -2.148 -0.947
H 3.451 -0.452 -1.066
H 1.419 0.150 -2.338
H -0.312 -3.663 -1.409
H 1.743 -4.275 -0.162
```

Computed properties:
**E**: -118840.158 eV
**Max |F|**: 0.0141 Eh/bohr
**Frontier orbital gap**: 0.2360 Ha
**HOMO**: -13.90 eV
**Charge**: +2

No. 5
Formula: C22H24BrNO4
Source: the Open Molecules 2025 dataset
Level of theory: ωB97M-V with the def2-TZVPD basis set

The geometry in XYZ format:
```
52
Properties=species:S:1:pos:R:3
O -1.565 -0.378 -2.328
C -1.628 -0.785 -1.182
N -2.681 -0.637 -0.342
C -3.889 0.028 -0.548
C -4.759 0.143 0.534
C -5.973 0.785 0.388
C -6.336 1.318 -0.838
C -5.473 1.204 -1.915
C -4.255 0.563 -1.780
C -0.480 -1.500 -0.547
C 0.597 -1.844 -1.254
C 1.799 -2.501 -0.653
C 3.013 -1.596 -0.689
C 4.264 -2.123 -0.390
C 5.392 -1.324 -0.387
C 5.263 0.020 -0.692
Br 6.810 1.135 -0.682
C 4.032 0.566 -1.006
C 2.913 -0.248 -1.004
C 1.477 -2.946 0.785
C 0.621 -1.885 1.477
O 1.349 -0.704 1.525
C 0.655 0.403 2.092
C 1.513 1.655 1.901
C 0.711 2.863 1.415
C 0.198 2.733 -0.020
O -0.941 1.896 -0.059
O -0.612 -1.723 0.806
H -2.531 -0.990 0.595
H -4.476 -0.272 1.491
H -6.640 0.868 1.234
H -7.285 1.819 -0.952
H -5.750 1.616 -2.874
H -3.587 0.472 -2.620
H 0.606 -1.619 -2.309
H 2.040 -3.396 -1.241
H 4.364 -3.174 -0.158
H 6.360 -1.739 -0.151
H 3.950 1.615 -1.248
H 1.950 0.173 -1.243
H 0.907 -3.876 0.770
H 2.389 -3.091 1.361
H 0.324 -2.209 2.492
H -0.304 0.536 1.582
H 0.459 0.199 3.155
H 2.286 1.409 1.172
H 2.012 1.911 2.837
H -0.146 3.027 2.070
H 1.351 3.746 1.462
H -0.068 3.732 -0.396
H 0.993 2.328 -0.661
H -1.224 1.793 -0.975
```

Computed properties:
**E**: -102926.338 eV
**ΔE to the lowest compared entry with this formula, charge and spin**: 0.0000 eV
**Max |F|**: 0.0186 Eh/bohr
**SMILES string**: O=C(Nc1ccccc1)C1=C[C@@H](c2ccc(Br)cc2)C[C@@H](OCCCCO)O1
**Frontier orbital gap**: 0.3381 Ha
**HOMO**: -8.53 eV

No. 6
Formula: C22H24Cl2N
Source: the Open Molecules 2025 dataset
Level of theory: ωB97M-V with the def2-TZVPD basis set

The geometry in XYZ format:
```
49
Properties=species:S:1:pos:R:3
Cl -5.108 1.334 10.170
C -4.516 0.925 8.624
C -4.499 1.901 7.614
C -3.989 1.575 6.366
C -3.426 0.310 6.089
C -2.848 0.087 4.771
C -2.114 -0.984 4.414
C -1.670 -1.317 3.008
C -1.562 -2.841 2.788
C -2.017 -3.357 1.574
C -1.907 -4.719 1.288
C -1.363 -5.565 2.266
Cl -1.154 -7.224 1.903
C -0.962 -5.071 3.517
C -1.065 -3.696 3.772
N -0.376 -0.625 2.585
C -0.551 0.892 2.647
C 0.726 1.601 2.201
C 1.782 0.581 1.774
C 2.090 -0.334 2.964
C 0.829 -1.055 3.435
C 1.194 -0.273 0.647
C -0.070 -0.969 1.122
C -3.503 -0.682 7.107
C -4.032 -0.370 8.365
H -4.878 2.904 7.811
H -4.004 2.308 5.556
H -3.064 0.882 4.038
H -1.892 -1.760 5.158
H -2.424 -0.931 2.306
H -2.439 -2.677 0.830
H -2.225 -5.103 0.320
H -0.592 -5.740 4.284
H -0.763 -3.314 4.748
H -0.835 1.150 3.671
H -1.409 1.118 1.989
H 0.466 2.264 1.370
H 1.090 2.226 3.024
H 2.694 1.082 1.451
H 2.503 0.225 3.811
H 2.826 -1.100 2.692
H 0.573 -0.848 4.484
H 0.909 -2.144 3.320
H 0.949 0.344 -0.224
H 1.914 -1.032 0.322
H 0.041 -2.052 1.059
H -0.954 -0.668 0.543
H -3.164 -1.701 6.908
H -4.070 -1.112 9.159
```

Computed properties:
**E**: -49732.513 eV
**Max |F|**: 0.0283 Eh/bohr
**SMILES string**: Clc1ccc(/C=C/[C@H](c2ccc(Cl)cc2)[N+]23CCC(CC2)CC3)cc1
**Frontier orbital gap**: 0.3041 Ha
**HOMO**: -11.11 eV
**Charge**: +1

No. 7
Formula: C22H24Cl2N2O5
Source: the Open Molecules 2025 dataset
Level of theory: ωB97M-V with the def2-TZVPD basis set

The geometry in XYZ format:
```
55
Properties=species:S:1:pos:R:3
C 0.639 5.289 0.457
O 1.103 4.689 -0.726
C 0.696 3.421 -1.008
C -0.160 2.666 -0.232
C -0.520 1.367 -0.610
C -1.433 0.620 0.229
N -1.785 -0.561 -0.104
N -2.652 -1.307 0.624
C -3.194 -1.094 1.860
O -3.014 -0.101 2.535
C -4.095 -2.238 2.287
C -3.369 -3.556 2.730
C -4.178 -4.761 2.239
O -2.088 -3.697 2.149
C -1.011 -3.013 2.771
C -1.003 -3.219 4.282
C -2.396 -2.841 4.776
O -3.355 -3.658 4.130
C 0.005 0.836 -1.782
C 0.865 1.581 -2.569
C 1.216 2.872 -2.205
O 2.034 3.702 -2.906
C 2.658 3.238 -4.078
C 3.649 2.116 -3.868
C 3.650 1.013 -4.714
C 4.547 -0.025 -4.555
C 5.466 0.033 -3.518
Cl 6.588 -1.255 -3.292
C 5.498 1.120 -2.662
C 4.596 2.159 -2.846
Cl 4.686 3.513 -1.785
H 0.948 4.726 1.344
H 1.096 6.277 0.483
H -0.451 5.395 0.456
H -0.568 3.068 0.682
H -1.787 1.124 1.126
H -2.775 -2.226 0.217
H -4.699 -1.901 3.130
H -4.757 -2.477 1.454
H -4.161 -4.800 1.154
H -3.728 -5.666 2.635
H -5.198 -4.684 2.600
H -0.117 -3.424 2.297
H -1.056 -1.938 2.559
H -0.239 -2.596 4.743
H -0.812 -4.268 4.516
H -2.522 -3.039 5.842
H -2.594 -1.779 4.578
H -0.268 -0.166 -2.069
H 1.263 1.144 -3.470
H 3.187 4.119 -4.460
H 1.909 2.933 -4.822
H 2.932 0.969 -5.520
H 4.534 -0.872 -5.222
H 6.219 1.169 -1.863
```

Computed properties:
**E**: -61464.780 eV
**Max |F|**: 0.0183 Eh/bohr
**SMILES string**: COc1cc(/C=N/NC(=O)CC2(C)OCCCO2)ccc1OCc1ccc(Cl)cc1Cl
**Frontier orbital gap**: 0.3094 Ha
**HOMO**: -7.78 eV

No. 8
Formula: C22H24Cl39IO3
Source: the Open Molecules 2025 dataset
Level of theory: ωB97M-V with the def2-TZVPD basis set

The geometry in XYZ format:
```
89
Properties=species:S:1:pos:R:3
C 0.428 0.865 0.718
C -0.006 -0.040 -0.583
C 1.103 -0.092 -1.790
C 2.636 -0.482 -1.278
C 2.702 -1.924 -0.499
C 3.734 -0.295 -2.485
C 4.293 -1.238 -3.491
I 3.786 -3.355 -3.711
C 5.307 -0.250 -4.345
O 5.925 -0.539 -5.524
O 5.465 1.099 -3.708
C 4.372 1.232 -2.728
O 3.851 2.304 -2.109
H -0.494 1.143 1.387
H 0.986 1.880 0.429
H 1.199 0.278 1.414
H -1.002 0.457 -1.013
H -0.249 -1.136 -0.219
H 1.162 0.984 -2.279
H 0.813 -0.918 -2.601
H 2.903 0.347 -0.461
H 3.765 -2.411 -0.439
H 2.195 -1.830 0.573
H 2.012 -2.691 -1.096
C -3.996 1.159 2.582
Cl -3.808 1.212 4.343
Cl -3.109 2.490 1.820
Cl -3.447 -0.401 1.945
H -5.058 1.272 2.346
C -3.477 5.662 -0.604
Cl -3.190 4.313 -1.716
Cl -4.677 5.215 0.621
Cl -1.962 6.168 0.165
H -3.869 6.505 -1.179
C -8.074 5.560 3.341
Cl -8.602 5.968 1.699
Cl -9.320 4.621 4.179
Cl -6.544 4.667 3.299
H -7.915 6.491 3.892
C 5.187 -3.245 2.670
Cl 6.201 -2.289 1.575
Cl 3.864 -2.258 3.314
Cl 4.550 -4.674 1.838
H 5.806 -3.581 3.507
C 5.265 1.191 2.554
Cl 3.778 0.804 1.671
Cl 5.778 2.852 2.212
Cl 5.033 0.957 4.295
H 6.052 0.511 2.217
C 0.698 0.176 -6.102
Cl 0.985 -1.173 -7.215
Cl -0.502 -0.271 -4.878
Cl 2.212 0.682 -5.334
H 0.306 1.019 -6.677
C -1.017 6.561 -4.581
Cl -0.824 4.808 -4.407
Cl -1.309 6.990 -6.275
Cl -2.338 7.146 -3.554
H -0.091 7.043 -4.258
C -2.699 -3.099 4.968
Cl -2.036 -3.093 6.612
Cl -4.149 -2.083 4.879
Cl -1.482 -2.549 3.805
H -2.981 -4.124 4.714
C 4.887 -6.352 -6.232
Cl 5.174 -7.701 -7.344
Cl 3.687 -6.799 -5.008
Cl 6.402 -5.847 -5.464
H 4.495 -5.509 -6.807
C -7.876 1.149 0.180
Cl -6.834 -0.284 0.164
Cl -8.842 1.200 1.665
Cl -6.909 2.624 0.016
H -8.558 1.088 -0.672
C 4.727 1.728 -7.998
Cl 5.740 2.684 -9.093
Cl 3.404 2.715 -7.354
Cl 4.089 0.299 -8.830
H 5.345 1.392 -7.162
C -6.374 -5.028 7.148
Cl -6.378 -6.171 8.502
Cl -4.789 -4.253 6.992
Cl -6.818 -5.847 5.641
H -7.118 -4.253 7.350
C 1.254 -3.994 9.145
Cl 1.917 -3.989 10.788
Cl -0.195 -2.979 9.056
Cl 2.472 -3.444 7.982
H 0.973 -5.019 8.891
```

Computed properties:
**E**: -525813.570 eV
**Max |F|**: 0.1884 Eh/bohr
**Frontier orbital gap**: 0.2993 Ha
**HOMO**: -9.71 eV